Formula: C20H35N9O2
Source: the OMol25 dataset
Level of theory: the ωB97M-V functional and the def2-TZVPD basis

Atoms and positions in Å:
C  1.125  -3.207  -3.361
N  2.031  -2.214  -2.786
C  3.256  -1.926  -3.294
C  4.095  -0.901  -2.536
O  3.732  -2.417  -4.315
H  1.394  -4.261  -3.286
H  0.966  -2.952  -4.409
H  0.172  -2.932  -2.909
H  1.761  -1.879  -1.872
H  4.376  -0.058  -3.168
H  5.020  -1.266  -2.089
H  3.542  -0.430  -1.724
C  1.549  1.864  -1.235
N  0.861  0.632  -1.604
C  0.003  -0.067  -0.897
C  -0.348  0.338  0.569
O  -0.571  -1.088  -1.345
H  1.788  1.734  -0.180
H  0.988  2.792  -1.343
H  2.496  1.945  -1.769
H  1.157  0.240  -2.487
H  -1.414  0.449  0.767
H  0.116  1.280  0.858
H  0.057  -0.487  1.156
C  -0.984  3.121  -3.672
C  -0.096  2.123  -4.250
N  0.632  1.334  -4.728
H  -0.926  4.085  -4.176
H  -0.806  3.157  -2.597
H  -2.032  2.832  -3.755
C  1.681  2.307  2.861
C  0.636  2.638  3.775
N  -0.244  2.928  4.487
H  1.535  2.974  2.012
H  1.709  1.295  2.459
H  2.580  2.602  3.403
C  -2.450  -0.751  -3.427
C  -2.243  -2.089  -4.038
N  -2.061  -3.154  -4.497
H  -3.268  -0.153  -3.828
H  -1.498  -0.224  -3.488
H  -2.684  -0.829  -2.366
C  -0.095  -4.076  0.451
C  -1.104  -3.409  1.247
N  -1.894  -2.846  1.909
H  0.814  -4.095  1.053
H  0.072  -3.652  -0.539
H  -0.406  -5.108  0.289
C  -2.847  3.843  3.098
C  -1.828  3.647  2.039
N  -1.049  3.533  1.190
H  -3.508  4.611  2.694
H  -2.336  4.170  4.003
H  -3.383  2.932  3.363
C  1.352  -1.075  5.377
C  1.510  -1.455  3.975
N  1.667  -1.835  2.919
H  2.338  -0.963  5.828
H  0.766  -1.824  5.909
H  0.922  -0.075  5.434
C  -2.772  -0.380  3.499
C  -3.733  -0.108  2.477
N  -4.497  0.099  1.641
H  -2.970  -1.355  3.943
H  -2.875  0.432  4.220
H  -1.773  -0.395  3.064

Results
Highest occupied orbital energy, eV: -9.2
Energy relative to the best compared isomer or geometry (same formula, charge and spin), kcal/mol: 0.0
Lowest unoccupied orbital energy, eV: 0.19
Total energy, Ha: -1426.3123
Spin multiplicity: 1

***

Formula: C34H37GeNO2PdSi
Source: the OMol25 dataset
Level of theory: the ωB97M-V functional and the def2-TZVPD basis

Atoms and positions in Å:
Pd  0.208  -0.414  0.399
C  0.064  -1.547  3.484
Si  1.642  -1.615  2.546
C  3.022  -1.831  3.808
C  1.651  -2.900  1.195
N  1.830  -0.151  1.731
C  1.931  1.135  2.139
C  2.312  1.477  3.447
C  2.761  2.744  3.751
C  2.905  3.701  2.754
C  2.431  3.491  1.461
C  1.965  2.239  1.164
O  2.138  1.650  -0.097
C  1.925  2.342  -1.255
C  0.629  2.664  -1.615
C  0.473  3.458  -2.760
C  1.550  3.962  -3.442
C  2.832  3.644  -3.003
C  3.041  2.773  -1.935
H  0.215  -2.035  4.442
H  -0.908  -1.909  3.116
H  -0.055  -0.479  3.683
H  2.788  -1.211  4.692
H  3.929  -1.403  3.261
H  3.264  -2.883  4.061
H  2.013  -2.627  0.214
H  0.638  -3.357  1.070
H  2.366  -3.641  1.550
H  2.302  0.717  4.188
H  3.152  2.980  4.713
H  3.354  4.654  2.982
H  2.410  4.246  0.697
H  -0.209  2.335  -0.981
H  -0.530  3.679  -3.145
H  1.467  4.464  -4.371
H  3.672  4.159  -3.482
H  3.988  2.472  -1.521
C  4.925  -1.255  -0.217
O  3.605  -0.711  -0.490
H  5.080  -2.015  -1.013
H  5.087  -1.655  0.773
H  5.688  -0.475  -0.388
H  3.229  -0.457  0.386
C  -3.985  3.162  0.996
C  -4.085  2.862  -0.333
C  -3.528  1.622  -0.864
C  -2.879  0.801  0.039
C  -2.907  1.051  1.428
C  -3.429  2.229  1.885
Ge  -1.834  -0.782  -0.570
C  -2.518  -2.527  -0.122
C  -1.747  -3.619  -0.611
C  -2.157  -4.916  -0.270
C  -3.337  -5.125  0.391
C  -4.166  -4.061  0.719
C  -3.728  -2.753  0.528
C  -2.101  -0.722  -2.486
C  -2.670  -1.810  -3.153
C  -2.647  -1.806  -4.539
C  -2.023  -0.845  -5.311
C  -1.424  0.214  -4.648
C  -1.515  0.306  -3.283
H  -4.293  4.167  1.333
H  -4.516  3.580  -1.057
H  -3.696  1.293  -1.877
H  -2.452  0.378  2.137
H  -3.321  2.493  2.922
H  -0.890  -3.498  -1.293
H  -1.527  -5.722  -0.605
H  -3.611  -6.153  0.631
H  -5.132  -4.231  1.164
H  -4.346  -1.903  0.873
H  -3.123  -2.661  -2.628
H  -3.131  -2.700  -4.987
H  -1.951  -0.980  -6.385
H  -1.012  1.071  -5.205
H  -1.099  1.167  -2.809

Results
Highest occupied orbital energy (alpha / beta), eV: -16.1 / -16.4
Energy relative to the best compared isomer or geometry (same formula, charge and spin), kcal/mol: 61.6
Net charge: +3
Lowest unoccupied orbital energy (alpha / beta), eV: -8.06 / -12.68
Total energy, Ha: -4016.0571
⟨S²⟩: 8.839
Spin multiplicity: 6

***

Formula: C6H10O
Source: the OMol25 dataset
Level of theory: the ωB97M-V functional and the def2-TZVPD basis

Atoms and positions in Å:
C  1.492  -0.999  -0.537
C  0.255  -0.743  -0.112
C  -0.642  0.263  -0.719
C  -2.045  -0.179  -1.055
C  -1.826  0.828  0.029
H  1.938  -0.437  -1.355
H  2.114  -1.747  -0.057
H  -0.152  -1.305  0.732
H  -0.159  0.934  -1.428
H  -2.465  0.142  -2.003
H  -2.314  -1.190  -0.760
H  -2.095  1.861  -0.177
H  -1.988  0.522  1.060
C  1.975  0.513  1.600
O  2.532  -0.270  2.326
H  2.483  1.041  0.764
H  0.896  0.766  1.691

Results
Highest occupied orbital energy, eV: -9.3
Energy relative to the best compared isomer or geometry (same formula, charge and spin), kcal/mol: 49.3
Lowest unoccupied orbital energy, eV: 0.99
Total energy, Ha: -309.7637
Spin multiplicity: 1

***

Formula: C3H6N2O3
Source: the OMol25 dataset
Level of theory: the ωB97M-V functional and the def2-TZVPD basis

Atoms and positions in Å:
C  0.658  1.052  -0.322
C  -0.838  0.808  0.039
C  0.153  -1.321  -0.293
H  3.231  0.033  1.410
H  0.913  1.487  -1.350
H  0.872  1.695  0.516
H  -1.567  1.562  -0.346
H  -1.095  0.943  1.070
H  -2.910  -1.043  -0.517
N  1.174  -0.244  -0.063
N  -1.096  -0.472  -0.447
O  2.485  -0.956  0.092
O  -2.197  -1.040  0.427
O  0.217  -2.503  -0.215

Results
Highest occupied orbital energy, eV: -9.2
Energy relative to the best compared isomer or geometry (same formula, charge and spin), kcal/mol: 251.8
Lowest unoccupied orbital energy, eV: -2.13
Total energy, Ha: -452.7997
Spin multiplicity: 1

***

Formula: C34H34BrF3N5O5SSeTi
Source: the OMol25 dataset
Level of theory: the ωB97M-V functional and the def2-TZVPD basis

Atoms and positions in Å:
Ti  1.322  0.186  1.014
C  5.757  3.851  1.014
C  6.152  2.853  0.129
C  5.403  1.698  -0.004
C  4.246  1.550  0.752
C  3.841  2.544  1.630
C  4.601  3.693  1.765
N  3.432  0.371  0.684
N  4.002  -0.630  0.229
C  3.250  -1.820  0.304
C  3.933  -2.980  -0.068
C  3.336  -4.203  0.164
C  2.084  -4.246  0.772
C  1.406  -3.076  1.096
C  1.959  -1.820  0.853
H  6.347  4.752  1.112
H  7.048  2.979  -0.463
H  5.694  0.917  -0.691
H  2.933  2.426  2.207
H  4.285  4.467  2.451
H  4.921  -2.900  -0.501
H  3.845  -5.120  -0.103
H  1.628  -5.204  0.987
H  0.413  -3.150  1.523
Br  1.792  1.787  8.357
C  0.931  2.257  6.745
C  0.082  3.356  6.714
N  -0.555  3.747  5.616
C  -0.360  3.044  4.505
C  0.470  1.931  4.448
C  1.136  1.521  5.595
C  0.652  1.197  3.173
O  0.078  1.585  2.121
O  1.420  0.184  3.113
H  -0.085  3.938  7.612
H  -0.878  3.372  3.612
H  1.786  0.657  5.570
C  -2.733  -5.423  -2.366
C  -2.092  -4.076  -2.670
C  -1.076  -3.671  -1.610
C  -0.370  -2.358  -1.910
N  -1.285  -1.222  -1.934
C  -1.741  -0.568  -0.847
Se  -1.343  -0.980  0.922
N  -2.521  0.448  -1.264
C  -3.154  1.464  -0.434
C  -4.665  1.275  -0.360
C  -5.096  0.038  0.425
C  -4.903  0.189  1.929
C  -2.557  0.457  -2.650
C  -3.167  1.321  -3.547
C  -2.968  1.069  -4.891
C  -2.184  -0.008  -5.325
C  -1.569  -0.862  -4.428
C  -1.769  -0.605  -3.079
H  -3.483  -5.689  -3.110
H  -3.222  -5.408  -1.390
H  -1.984  -6.217  -2.347
H  -2.870  -3.311  -2.742
H  -1.604  -4.112  -3.649
H  -0.308  -4.444  -1.512
H  -1.563  -3.588  -0.634
H  0.113  -2.390  -2.889
H  0.399  -2.147  -1.169
H  -2.893  2.429  -0.871
H  -2.687  1.407  0.550
H  -5.067  1.233  -1.376
H  -5.089  2.169  0.107
H  -4.539  -0.834  0.068
H  -6.148  -0.165  0.211
H  -3.847  0.260  2.190
H  -5.314  -0.668  2.464
H  -5.408  1.085  2.296
H  -3.756  2.163  -3.212
H  -3.421  1.721  -5.624
H  -2.050  -0.171  -6.385
H  -0.957  -1.685  -4.768
F  2.370  3.402  -2.960
C  2.144  2.120  -2.686
F  1.684  1.518  -3.783
F  3.303  1.546  -2.349
S  0.925  1.970  -1.322
O  -0.305  2.456  -1.862
O  0.950  0.500  -1.059
O  1.509  2.652  -0.183

Results
Highest occupied orbital energy (alpha / beta), eV: -8.1 / -8.1
Energy relative to the best compared isomer or geometry (same formula, charge and spin), kcal/mol: 2.6
Lowest unoccupied orbital energy (alpha / beta), eV: -0.82 / -0.96
Total energy, Ha: -8488.8549
⟨S²⟩: 0.756
Spin multiplicity: 2

***

Formula: C5H8N2
Source: the OMol25 dataset
Level of theory: the ωB97M-V functional and the def2-TZVPD basis

Atoms and positions in Å:
C  -2.346  -0.176  0.048
C  -0.882  0.065  -0.002
C  -0.247  1.257  -0.060
N  1.131  1.008  -0.091
C  1.296  -0.397  -0.113
N  2.636  -0.555  0.074
C  0.101  -1.009  0.006
H  -2.644  -0.828  -0.780
H  -2.611  -0.685  0.980
H  -2.910  0.758  -0.011
H  -0.622  2.254  -0.240
H  1.704  1.473  -0.788
H  2.477  0.399  0.675
H  2.995  -1.516  0.055
H  -0.080  -2.048  0.249

Results
Highest occupied orbital energy, eV: -7.3
Energy relative to the best compared isomer or geometry (same formula, charge and spin), kcal/mol: 54.4
Lowest unoccupied orbital energy, eV: 1.04
Total energy, Ha: -304.7488
Spin multiplicity: 1